[1]
ORCA calculation (ωB97M-V/def2-TZVPD) on C33H41As2FeN6O2S as an isolated structure in a non-equilibrium geometry.

Element x y z (Å)
As -2.138 1.413 -0.049
As -0.803 0.011 -2.738
Fe -0.014 -0.143 -0.214
S -0.849 -1.099 1.900
O 1.569 0.087 -0.901
O -0.829 -6.927 -0.431
N 0.321 -2.459 -0.802
N 1.279 0.674 2.379
N 0.085 -1.731 4.610
N -2.641 -5.602 -0.164
N 0.843 1.317 1.414
N 0.825 -0.773 4.010
C -0.416 -3.482 -0.377
C 0.477 -0.413 2.834
C 1.991 2.899 -0.098
C 2.094 -2.449 5.820
C -3.547 3.863 -3.218
C 1.626 2.506 1.179
C -3.363 -6.735 0.413
C 0.150 -0.038 -4.428
C -3.411 -4.398 -0.446
C 0.192 -4.847 -2.234
C -3.839 -3.644 0.806
C -3.308 3.319 -1.965
C -1.351 -5.827 -0.530
C 2.619 4.490 2.102
C 1.015 -2.626 -1.931
C -2.638 2.844 1.158
C 3.011 4.882 0.828
C -2.980 3.277 -4.340
C 1.978 -4.412 7.222
C -2.506 2.192 -1.812
C -2.180 2.153 -4.199
C -1.936 1.600 -2.945
C -2.172 -1.325 -3.194
C 2.692 -3.349 6.690
C -3.014 -6.978 1.874
C 0.031 -3.676 6.014
C 0.987 -3.797 -2.669
C 0.641 -4.568 6.878
C -0.541 -4.679 -1.069
C 2.693 4.085 -0.262
C 0.760 -2.621 5.469
C -3.777 0.359 0.093
C 1.924 3.305 2.279
H -3.672 3.136 0.987
H -0.558 -0.078 -5.253
H 3.558 5.805 0.686
H -0.918 -3.338 0.572
H -3.739 -0.489 -0.587
H 2.455 -5.112 7.895
H -1.015 -3.792 5.755
H 2.652 -1.625 5.399
H 2.854 5.106 2.960
H 3.736 -3.217 6.948
H -2.689 -1.035 -4.108
H 1.610 2.989 3.264
H -1.693 -2.295 -3.334
H -1.743 1.713 -5.087
H -3.235 -6.101 2.483
H 0.759 -0.940 -4.442
H -3.866 -0.013 1.113
H -2.835 -3.750 -1.103
H -3.129 -7.625 -0.172
H -4.634 0.984 -0.158
H -4.299 -4.698 -1.013
H 2.996 4.384 -1.258
H -3.589 -7.819 2.264
H 1.629 -1.776 -2.211
H -2.539 2.463 2.174
H 1.750 2.264 -0.939
H -3.753 3.794 -1.100
H -4.169 4.743 -3.317
H -2.981 -3.390 1.430
H -1.955 -7.210 1.973
H 0.067 -5.388 7.290
H -0.590 -2.173 3.987
H -4.530 -4.239 1.406
H -1.977 3.700 1.036
H 1.590 -3.882 -3.563
H -4.430 -6.534 0.300
H 0.150 -5.788 -2.767
H -4.348 -2.718 0.533
H -2.896 -1.405 -2.385
H 0.801 0.827 -4.527
H -3.156 3.695 -5.323

The calculation puts the HOMO energy (spin up / spin down) at -7.3 / -7.2 eV. As for the charge: 0. For the largest force on an atom, the calculation gives 1.44 eV/Å. As for the HOMO-LUMO gap (spin up / spin down): 7.454 / 7.297 eV. The expectation value of S² is 8.790. The spin multiplicity is 6.

***

[2]
ORCA calculation (ωB97M-V/def2-TZVPD) on C33H41CoFN6O2SSi3 as an isolated structure in a non-equilibrium geometry.

Element x y z (Å)
Co 0.350 -0.036 0.059
S -3.023 1.426 1.764
Si 0.797 0.967 3.421
Si 0.848 -2.156 2.472
Si 3.288 0.747 0.601
F 0.382 1.821 -0.215
O -5.832 -0.489 2.415
O -0.274 -1.866 0.249
N 6.063 -0.714 -3.668
N 1.917 -0.140 1.060
N 6.763 1.826 -0.339
N -3.419 0.490 -0.901
N -4.983 0.032 0.347
N 1.332 -0.347 -1.829
C 5.562 -0.183 -2.768
C 5.956 1.217 -0.905
C -6.077 -0.416 1.109
C -2.296 -0.428 -1.136
C -3.307 -4.099 -1.434
C -7.729 -0.567 -0.806
C 0.388 2.669 2.735
C -4.784 -0.014 -1.054
C -1.219 -2.525 -0.374
C 0.505 -0.797 -2.774
C -4.780 -1.416 2.781
C 4.666 0.049 1.680
C -5.622 0.021 -2.051
C 3.290 2.604 0.802
C 0.787 -0.839 -4.127
C -0.893 -2.815 2.780
C 2.597 0.051 -2.192
C -2.160 -4.711 -0.947
C 1.645 -2.463 4.215
C 2.885 0.152 -3.584
C -0.571 0.477 4.632
C -3.826 0.734 0.597
C 2.004 -0.296 -4.532
C 3.605 0.380 -1.225
C -3.388 -2.710 -1.445
C -1.135 -3.928 -0.436
C 1.058 -0.329 2.128
C 2.029 -3.203 1.462
C -2.368 -1.878 -0.954
C -7.067 -0.278 -1.917
C -7.271 -0.696 0.592
C 4.978 0.479 -1.644
C 2.330 1.195 4.498
H 4.227 3.019 0.417
H -1.103 -2.853 3.854
H -0.300 -0.409 5.209
H 3.810 0.612 -3.893
H 2.028 -2.902 0.415
H -1.618 -2.167 2.287
H -0.240 -4.383 -0.025
H 0.425 2.641 1.640
H 3.037 -3.063 1.863
H -0.617 2.989 3.034
H -3.943 -1.353 2.092
H 0.060 -1.234 -4.824
H -5.183 -2.427 2.778
H -4.443 -1.133 3.772
H -4.121 -4.691 -1.840
H 1.109 -1.976 5.035
H 2.116 1.914 5.299
H 5.236 -0.719 1.149
H 3.167 1.584 3.910
H -5.201 0.173 -3.037
H 5.372 0.822 1.996
H -1.023 -3.819 2.361
H -1.514 0.265 4.119
H -2.062 -5.791 -0.964
H -7.634 -0.294 -2.838
H 2.648 0.253 4.956
H 2.684 -2.114 4.238
H 1.657 -3.542 4.434
H 1.780 -4.270 1.532
H -0.462 -1.135 -2.434
H -7.992 -1.038 1.322
H 2.256 -0.215 -5.585
H -1.390 0.088 -0.857
H -8.781 -0.786 -0.945
H -4.274 -2.262 -1.879
H 4.211 -0.411 2.564
H 1.100 3.418 3.098
H -3.252 1.373 -1.379
H 2.444 3.021 0.251
H 3.196 2.892 1.856
H -0.748 1.298 5.335

The calculation puts the HOMO energy (spin up / spin down) at -0.6 / -1.5 eV. As for the charge: -2. For the largest force on an atom, the calculation gives 1.56 eV/Å. As for the HOMO-LUMO gap (spin up / spin down): 3.521 / 4.418 eV. The expectation value of S² is 0.768. The spin multiplicity is 2. The value obtained for the energy above the lowest of the compared OMol25 structures with the same formula, charge and spin is 143.9 kcal per mole.

***

[3]
ORCA calculation (ωB97M-V/def2-TZVPD) on C33H41HoN6O3S as an isolated structure in a non-equilibrium geometry.

Element x y z (Å)
Ho 0.710 0.503 -1.066
S 0.368 0.969 -3.846
O 0.506 2.664 -0.890
O 0.417 0.673 1.173
O -3.382 0.516 -1.527
N -1.974 0.634 -4.987
N -0.868 -1.177 -2.153
N -1.424 1.633 -1.165
N 0.547 -1.868 -0.032
N -3.430 2.788 -1.483
N -1.614 -0.753 -3.235
C -2.976 -1.618 6.303
C 3.286 1.435 -2.373
C -2.280 0.013 1.653
C 1.559 0.077 5.087
C -0.543 -2.604 -0.313
C 0.595 0.540 2.394
C -2.502 -0.803 3.980
C 1.065 -3.376 1.754
C -1.350 -2.168 -1.496
C -1.685 -0.276 3.001
C 3.448 0.861 0.328
C 4.935 -0.579 -3.943
C -2.041 -1.059 5.273
C 2.663 -1.626 -3.699
C -2.765 1.566 -1.398
C 0.145 -0.228 4.653
C -0.897 -3.712 0.437
C 3.207 2.448 -1.427
C -2.625 -2.852 -1.865
C 3.294 2.186 -0.055
C 3.558 -0.155 -0.625
C -4.884 2.759 -1.684
C 1.323 -2.254 0.979
C -1.140 0.245 -4.022
C -0.720 -0.766 5.591
C -1.426 4.042 -1.218
C 3.510 0.102 -1.992
C -0.768 2.796 -1.086
C -0.073 -4.105 1.486
C 3.852 -1.019 -2.962
C -2.765 3.970 -1.409
C -0.339 0.009 3.342
C 3.182 3.292 0.947
H 2.248 -0.948 -4.443
H -0.897 4.977 -1.157
H -5.266 3.756 -1.482
H -5.328 2.045 -0.997
H -3.464 -2.255 -1.495
H 3.061 3.467 -1.757
H 3.509 2.969 1.935
H 3.764 -1.171 -0.304
H 1.722 -0.305 6.091
H 1.742 -3.651 2.550
H -2.698 -3.853 -1.457
H -2.115 1.049 1.355
H 5.815 -0.186 -3.435
H -3.385 4.849 -1.516
H -1.837 -0.594 0.861
H 3.542 0.612 1.379
H -3.349 -0.184 1.676
H 1.846 -1.909 -3.024
H -2.813 0.126 -5.218
H -2.713 -2.949 -2.947
H 3.235 1.690 -3.425
H 2.313 -0.380 4.445
H -0.327 -4.977 2.074
H -1.795 -4.266 0.223
H 4.569 0.189 -4.627
H 1.576 0.847 2.778
H -0.365 -0.958 6.595
H 5.248 -1.426 -4.553
H -3.503 -2.491 5.917
H -3.734 -0.878 6.567
H 3.786 4.151 0.656
H 2.983 -2.533 -4.212
H 4.275 -1.806 -2.329
H 2.146 3.629 1.016
H -5.122 2.469 -2.705
H -2.451 -1.900 7.213
H 2.180 -1.629 1.190
H 1.745 1.152 5.111
H -3.538 -1.011 3.738
H -1.681 1.370 -5.609
H -2.620 -0.810 -3.109

The calculation puts the HOMO energy (spin up / spin down) at -13.9 / -13.9 eV. As for the charge: +2. For the largest force on an atom, the calculation gives 1.10 eV/Å. As for the HOMO-LUMO gap (spin up / spin down): 7.921 / 7.938 eV. The expectation value of S² is 6.004. The spin multiplicity is 5. The value obtained for the energy above the lowest of the compared OMol25 structures with the same formula, charge and spin is 0.0 kcal per mole.